--- P ---
ORCA calculation (wB97M-V/def2-TZVPD) on a 2-piece molecular cluster, C6H12N2 overall.

XYZ file:
```
20
Properties=species:S:1:pos:R:3:mulliken_charge:R:1
C -1.629 -1.111 -0.250 -0.833
C 2.075 -1.152 -0.165 -0.184
C -0.126 -1.490 -0.414 0.432
C 0.468 -2.186 -1.413 -0.495
N 0.929 -0.824 0.385 -0.471
N 1.914 -2.029 -1.336 -0.252
H 3.079 -1.005 0.091 0.417
H 2.551 -1.839 -2.061 0.258
H -0.032 -2.585 -2.263 0.399
H -1.720 -1.180 0.772 0.296
H -2.364 -1.616 -0.989 0.314
H -1.759 -0.017 -0.606 0.014
C -1.098 2.193 0.813 -0.918
C 0.271 2.133 1.281 -0.433
H -1.343 3.198 0.776 0.368
H -1.443 1.826 -0.126 0.282
H -1.709 1.524 1.518 0.218
H 1.061 2.750 0.886 0.356
H 0.174 2.196 2.292 0.313
H 0.702 1.215 0.808 -0.081
```

Summary:
Frontier orbital gap: 9.8987 eV
SMILES: Cc1c[nH]cn1.CC
Net charge: 0
HOMO level: -0.328 hartree

---

--- Q ---
ORCA calculation (wB97M-V/def2-TZVPD) on C6H12N2 as an isolated structure.

XYZ file:
```
20
Properties=species:S:1:pos:R:3:mulliken_charge:R:1
C -0.038 -0.134 -0.823 -0.203
C 0.635 -1.463 -1.164 -1.197
C 0.675 1.106 -1.356 -1.364
C -1.332 0.081 0.809 0.884
N 1.114 0.312 1.592 -0.555
C 0.229 1.214 1.964 -0.119
C -2.209 -0.904 0.745 -1.068
N -1.029 1.111 1.547 -0.579
H -1.015 -0.147 -1.303 0.566
H 0.567 -0.109 0.489 0.423
H 2.082 0.549 1.777 0.239
H 0.509 2.128 2.482 0.370
H 1.652 -1.501 -0.768 0.308
H 0.201 2.017 -0.981 0.353
H 0.690 -1.603 -2.248 0.395
H 0.077 -2.301 -0.742 0.298
H 0.638 1.141 -2.448 0.409
H 1.721 1.123 -1.043 0.290
H -2.257 -1.586 -0.089 0.237
H -2.909 -1.033 1.560 0.314
```

Summary:
Frontier orbital gap: 9.4166 eV
Net charge: 0
HOMO level: -0.312 hartree

---

--- R ---
ORCA calculation (wB97M-V/def2-TZVPD) on a 2-piece molecular cluster, C6H12N2 overall.

XYZ file:
```
20
Properties=species:S:1:pos:R:3:mulliken_charge:R:1
C 1.443 1.817 -0.632 -0.558
C 1.151 1.167 -1.980 -0.726
H 2.362 2.391 -0.708 0.352
H 0.531 2.349 -0.442 0.218
H 1.636 1.003 0.087 0.009
H 1.060 1.802 -2.778 0.400
H 1.991 0.416 -2.239 0.207
H 0.318 0.552 -1.689 0.138
C 0.801 -1.698 1.205 -1.187
C -0.532 -1.168 0.935 0.571
C -1.546 -0.800 1.764 -0.590
C -1.974 -0.187 -0.380 -0.257
N -0.806 -0.775 -0.367 -0.480
N -2.574 -0.152 0.876 -0.179
H 0.843 -2.731 1.556 0.360
H 1.357 -0.983 1.700 0.346
H -1.490 -0.960 2.824 0.383
H -2.598 0.042 -1.171 0.509
H -3.531 -0.161 1.160 0.245
H 1.557 -1.922 0.277 0.243
```

Summary:
Frontier orbital gap: 9.8894 eV
SMILES: Cc1c[nH]cn1.CC
Net charge: 0
HOMO level: -0.329 hartree

---

Most favorable structure: R. The second most favorable one is 76.1 kJ/mol above it.

---

--- P ---
ORCA calculation (wB97M-V/def2-TZVPD) on an isolated molecule of C6H12N2.

XYZ file:
```
20
Properties=species:S:1:pos:R:3:mulliken_charge:R:1
C 0.948 0.943 -0.863 -0.733
C -0.024 1.687 0.075 -0.509
C 0.318 -0.364 1.509 -0.718
C 1.263 -0.990 0.342 -0.424
C -0.728 -0.904 -1.040 -0.562
C -1.718 -0.286 0.002 -0.460
H 1.961 1.102 -1.092 0.664
H 0.683 1.001 -2.092 0.256
H -0.857 2.370 -0.351 0.273
H 0.211 2.215 1.102 0.279
H -0.263 -1.149 2.011 0.326
H 0.768 0.084 2.305 0.397
H 2.368 -0.241 0.328 0.206
H 1.691 -2.098 0.698 0.275
H -1.037 -0.542 -2.080 0.281
H -0.648 -2.038 -1.367 0.334
H -2.310 0.416 -0.684 0.329
H -2.162 -1.246 0.546 0.267
N -0.756 0.479 0.916 -0.336
N 0.649 -0.535 -0.842 -0.147
```

Summary:
Frontier orbital gap: 8.8317 eV
SMILES: C1CN2CCN1CC2
Net charge: 0
HOMO level: -0.286 hartree

---

--- Q ---
ORCA calculation (wB97M-V/def2-TZVPD) on an isolated molecule of C6H12N2.

XYZ file:
```
20
Properties=species:S:1:pos:R:3:mulliken_charge:R:1
C 0.684 0.668 -1.162 0.399
C 0.267 0.718 -2.427 -1.197
C 1.308 1.818 -0.338 -0.464
C 0.889 0.961 0.892 -0.712
C -1.895 -0.520 0.444 -1.088
C -0.072 -2.126 1.041 -0.929
N 0.436 -0.101 -0.092 0.108
N -0.573 -1.042 0.181 -0.062
H -0.148 -0.229 -2.780 0.289
H 0.710 1.389 -3.099 0.380
H 2.344 1.844 -0.486 0.300
H 0.817 2.761 -0.481 0.279
H 1.677 0.507 1.360 0.432
H 0.202 1.576 1.543 0.208
H -2.231 -0.456 1.587 0.258
H -1.993 0.489 0.136 0.393
H -2.600 -1.119 0.031 0.434
H 0.803 -2.465 0.540 0.311
H 0.281 -1.827 2.026 0.301
H -0.906 -2.848 1.083 0.361
```

Summary:
Frontier orbital gap: 8.8137 eV
SMILES: C=C1CCN1N(C)C
Net charge: 0
HOMO level: -0.286 hartree

---

Most favorable structure: Q. The second most favorable one is 179.3 kJ/mol above it.

---

--- P ---
ORCA calculation (wB97M-V/def2-TZVPD) on a 2-piece molecular cluster, C4H8O3 overall.

XYZ file:
```
15
Properties=species:S:1:pos:R:3:mulliken_charge:R:1
C -1.647 -2.234 -0.557 -0.633
O -0.607 -1.257 -0.662 -0.283
C -0.857 -0.089 -0.047 0.506
O -1.883 0.163 0.531 -0.546
C 1.582 0.231 0.431 0.025
C 0.331 0.844 -0.171 -0.338
O 2.251 0.774 1.275 -0.438
H -1.788 -2.526 0.487 0.299
H -1.313 -3.085 -1.150 0.227
H -2.588 -1.836 -0.945 0.286
H 1.854 -0.767 0.037 0.338
H 0.525 1.008 -1.239 0.302
H 1.966 3.830 0.702 0.211
H 0.100 1.791 0.316 0.267
H 2.074 3.152 0.991 -0.223
```

Summary:
Frontier orbital gap: 10.9417 eV
SMILES: COC(=O)CC=O.[H][H]
Net charge: 0
HOMO level: -0.377 hartree

---

--- Q ---
ORCA calculation (wB97M-V/def2-TZVPD) on a 2-piece molecular cluster, C4H8O3 overall.

XYZ file:
```
15
Properties=species:S:1:pos:R:3:mulliken_charge:R:1
C 0.208 -1.487 -0.663 -1.388
C 0.819 -0.371 0.166 0.682
O 1.981 0.111 -0.488 -0.543
C -0.004 0.917 0.281 -0.005
O 0.436 1.854 0.918 -0.581
C -1.207 1.147 -0.630 0.129
O -2.346 0.826 -0.403 -0.434
H 0.949 -2.279 -0.821 0.364
H -0.665 -1.920 -0.161 0.338
H -0.099 -1.115 -1.647 0.364
H 1.060 -0.729 1.181 0.275
H 2.234 0.904 0.011 0.353
H -1.427 -0.025 1.720 -0.027
H -1.034 0.487 2.090 0.127
H -0.905 1.679 -1.553 0.346
```

Summary:
Frontier orbital gap: 9.8621 eV
SMILES: C[C@@H](O)C(=O)C=O.[H][H]
Net charge: 0
HOMO level: -0.357 hartree

---

Most favorable structure: P. The second most favorable one is 117.2 kJ/mol above it.

---

--- P ---
ORCA calculation (wB97M-V/def2-TZVPD) on a 2-piece molecular cluster, C4H8O3 overall.

XYZ file:
```
15
Properties=species:S:1:pos:R:3:mulliken_charge:R:1
C 2.487 -0.554 -0.427 -0.647
O 1.311 -0.346 0.270 -0.274
C -0.519 -0.341 1.923 -0.750
C -0.803 0.363 0.760 1.028
O 0.043 1.168 0.294 -0.520
O -1.905 -0.003 0.064 -0.363
C -2.030 0.601 -1.217 -0.566
H 3.260 0.192 -0.187 0.256
H 2.336 -0.601 -1.517 0.244
H 2.879 -1.538 -0.113 0.235
H -1.131 -1.182 2.232 0.299
H 0.296 0.000 2.545 0.304
H -2.064 1.693 -1.135 0.265
H -1.193 0.323 -1.863 0.258
H -2.968 0.226 -1.629 0.231
```

Summary:
Frontier orbital gap (alpha / beta): 8.4667 / 8.9322 eV
Net charge: 0
HOMO level (alpha / beta): -0.351 / -0.345 hartree

---

--- Q ---
ORCA calculation (wB97M-V/def2-TZVPD) on a 3-piece molecular cluster, C4H8O3 overall.

XYZ file:
```
15
Properties=species:S:1:pos:R:3:mulliken_charge:R:1
C -1.372 0.699 0.911 -0.837
C -1.099 -1.066 -1.214 -0.311
O -0.215 -0.519 -1.832 -0.445
C 1.566 -0.733 -0.418 0.625
O 1.525 -1.894 -0.201 -0.470
C 1.720 0.573 -0.289 -0.450
O 2.481 1.062 0.764 -0.498
H -1.157 1.110 1.893 0.339
H -1.887 1.436 0.296 0.288
H -2.003 -0.187 1.024 0.296
H -2.151 -0.833 -1.430 0.334
H -0.893 -1.786 -0.401 0.373
H 1.332 1.309 -0.973 0.448
H -0.411 0.474 0.454 0.014
H 2.564 0.354 1.415 0.295
```

Summary:
Frontier orbital gap: 8.6031 eV
SMILES: O=C=CO.C=O.C
Net charge: 0
HOMO level: -0.298 hartree

---

Most favorable structure: Q. The second most favorable one is 172.3 kJ/mol above it.